ORCA calculation (wB97M-V/def2-TZVPD) on C17H27N2O2OsP as an isolated structure.

The geometry in ORCA input format:
```
! RIJCOSX wB97M-V def2-TZVPD def2/J DEFGRID3
* xyz 2 5
C -0.4389 -4.0122 -0.6905
H -2.6437 3.3625 -0.1970
H 0.1350 -4.6378 -1.3805
H -1.4860 -4.3192 -0.7676
H 4.2909 -0.8935 -1.8859
C 3.2497 -1.0118 -1.5516
H -0.9721 0.1708 -0.3667
H 3.3612 -0.8465 -4.1403
H 4.3472 1.4580 1.7631
Os 0.7512 0.3552 0.1267
H 3.5938 1.3615 -1.5057
H 2.7232 1.3310 2.4855
C 0.3892 -2.6492 1.1046
H 2.1983 -1.2750 0.3257
H -1.7312 1.6721 -2.4291
H 3.7241 -0.1471 2.2588
H -2.0601 2.8206 1.3821
H -0.7518 3.1427 -2.5186
P -0.5586 2.0962 -0.3239
C 3.4504 0.8210 1.8232
H 3.0463 -2.0912 -1.7042
H 4.5892 1.7932 -0.1003
C 0.0637 -4.0937 0.7198
H 3.9251 -1.2321 0.5366
H 3.0095 2.6201 -0.3687
C -0.3163 -2.5353 -1.0831
H 1.9827 0.5500 -5.7121
C 0.3767 3.6304 -0.1318
O -0.5935 -2.0895 -2.1809
C 1.7496 0.5409 -4.6446
H 1.3506 1.2653 1.4272
H 0.9656 -4.7103 0.7831
C 2.5322 -0.2294 -3.7790
C 3.1295 -0.7620 -0.0581
C 0.6797 1.2811 -4.1234
C 1.2143 0.5092 -1.8956
C 0.4040 1.2813 -2.7495
C 2.2968 -0.2242 -2.4006
O 0.8286 -2.2725 2.1880
C -0.7343 2.0873 -2.1871
C 3.5605 1.6654 -0.4673
H -0.6747 -4.5238 1.4002
N 2.8885 0.6321 0.3893
H -2.8579 1.6772 0.3019
C -2.1701 2.5266 0.3338
N 0.1602 -1.8073 0.0140
H -0.2054 4.4876 -0.4783
H 1.3192 3.6244 -0.6873
H 0.6071 3.7631 0.9256
H 0.0431 1.8723 -4.7812
*
```

Output
<S²> = 6.0341
Maximum force = 3.089 eV Å⁻¹
Orbital gap (alpha / beta) = 7.753 / 4.664 eV
Molecular weight = 512.62 g mol⁻¹

ORCA calculation (wB97M-V/def2-TZVPD) on C15H31BrP2Ti as an isolated structure.

The geometry in ORCA input format:
```
! RIJCOSX wB97M-V def2-TZVPD def2/J DEFGRID3
* xyz 0 3
H -2.1799 1.8266 1.9257
C 1.6962 1.1187 -0.7062
C 0.4558 -1.9407 0.1475
H -3.1189 1.4038 -0.9138
C 0.6948 1.9966 0.2557
C -1.8622 2.6708 1.2964
H -1.1936 3.3003 1.9076
C 0.8977 -1.1870 1.4632
H 0.6494 -3.0040 0.3169
H 1.1693 0.0247 -2.5125
C 0.0299 0.0862 1.7676
H -0.4813 4.3492 -0.9373
H -2.1713 -2.9613 -2.4454
C 0.4914 1.4694 1.6529
H -2.9778 -3.4363 -0.3395
C -1.2391 -2.3972 -2.3022
H 3.4012 0.2664 2.5125
Br 5.5561 -0.5452 -1.3269
P -1.0162 2.0818 -0.2156
Ti 4.0539 -1.6378 0.0237
H -1.5044 -4.0633 0.4615
H 4.0407 -1.4219 2.6294
H 1.4129 -2.1263 -1.8670
H 1.1214 2.9977 0.1982
H -2.5735 -0.4248 0.7385
H -3.3012 -0.8873 -0.7921
C 1.4248 -1.4737 -0.9738
H -0.0480 0.0208 -1.1628
C 1.0416 -0.0671 -1.3994
H -1.2662 -1.5469 -2.9975
P -1.1556 -1.8908 -0.5823
H 0.7245 -1.9132 2.2784
C -1.1738 3.5493 -1.2449
H 1.0518 1.9530 2.4425
H 1.9978 -0.9710 1.5283
H -0.6707 0.0295 0.9121
H 5.1404 -0.0747 2.0667
C -2.1088 -3.1589 0.2820
H -2.1963 3.9423 -1.1681
H 2.6690 0.8639 -0.2070
H -0.9808 3.2945 -2.2988
H -0.4130 -3.0648 -2.5839
H -1.8777 0.8320 -2.0485
C -2.3602 -0.5183 -0.3426
C -2.1364 0.8957 -0.9767
H -2.4836 -2.7709 1.2449
H -2.7498 3.2725 1.0615
H -0.5204 -0.1107 2.7212
H 1.9423 1.8143 -1.5327
C 4.0978 -0.4661 2.0424
*
```

Output
<S²> = 2.0076
Maximum force = 4.511 eV Å⁻¹
Orbital gap (alpha / beta) = 4.704 / 4.702 eV
Energy relative to the best compared isomer or geometry (same formula, charge and spin) = 39.6 kJ/mol
Molecular weight = 401.13 g mol⁻¹

ORCA calculation (wB97M-V/def2-TZVPD) on C16H12F3NNaO5 as an isolated structure.

The geometry in ORCA input format:
```
! RIJCOSX wB97M-V def2-TZVPD def2/J DEFGRID3
* xyz 1 1
C 2.4148 -4.3874 0.3237
H 1.6854 -2.0367 2.6652
F 2.3207 -5.5923 -0.5388
O -2.4512 -1.8909 0.0371
C 0.8366 2.2790 0.1049
H 0.1018 -4.0952 -0.3127
C -0.6746 0.0366 -0.3610
C 2.1267 4.7634 -0.8562
H -5.0699 0.1344 -0.6956
H 2.6780 5.7604 -1.2205
C -1.2047 -1.4398 0.2161
C 0.2068 0.8083 0.5682
C -2.7519 0.7434 -2.0363
C 1.8520 2.2700 -1.1649
H -3.3147 -0.2828 -2.1553
H 0.9318 6.0481 0.9051
C 0.8473 -1.5048 2.0193
C -1.1160 0.4919 -1.8735
C 1.1113 4.9890 0.3968
C -4.5140 1.1251 -0.3948
O -5.1438 1.9206 0.5016
O 1.3967 -4.3124 1.3830
H 2.1164 1.2435 -1.7104
C 0.3580 3.6103 0.9729
H -0.8797 -0.4388 -2.5823
C 0.0760 -3.9188 0.8648
H -2.8891 1.3380 -3.0526
H -0.8268 -4.5288 1.2919
O -3.2101 1.5717 -0.9101
F 2.5127 -3.1862 -0.5391
F 3.7423 -4.4888 1.0366
C -0.0572 -2.2871 1.0854
C 0.5793 0.1457 2.0580
O 0.6921 0.8828 3.1777
H -0.6021 1.4741 -2.2611
H -0.3752 3.5948 1.8839
Na 4.0074 -4.3785 2.7981
N 2.4868 3.5381 -1.6252
*
```

Output
Maximum force = 9.176 eV Å⁻¹
Orbital gap = 6.233 eV
Molecular weight = 378.26 g mol⁻¹